Entry 1:
Molecular formula: CH24NO11
Method: DFT, ωB97M-V with the def2-TZVPD basis set

Geometry as XYZ:
```
37
CH24NO11 (ωB97M-V with the def2-TZVPD basis set)
N 0.46578 1.04001 1.33072
C 0.28189 -0.08416 2.29358
O -1.08487 -0.44665 2.24383
H 0.28100 1.97385 1.68698
H -0.11837 0.70895 0.49684
H 0.78292 -1.04031 1.92355
H 0.48894 0.20699 3.34996
H -0.26478 3.36286 -1.33099
H 0.20865 1.98923 -1.73261
O 0.54894 2.91752 -1.56824
H -1.58971 0.44571 -1.71036
H -1.45818 0.11465 -3.29081
O -1.39617 0.79631 -2.62693
H -1.61114 -0.22419 1.31172
H -2.96847 -0.53769 0.29046
O -2.16711 -0.10430 -0.01670
H -2.45344 1.12192 2.41401
H -3.01945 1.31211 1.04063
O -3.18382 1.58072 1.97902
H 0.29443 -3.38842 1.47183
H -0.66394 -2.40651 2.08597
O -0.45920 -3.36529 2.08271
H 0.71615 0.44561 -2.92614
H 1.33558 -0.90646 -3.29107
O 1.55434 -0.00299 -3.04087
H 2.12299 -2.04561 0.25028
H 2.64729 -2.86138 1.44872
O 2.19455 -2.93280 0.60686
H -2.57291 -2.04585 -2.13620
H -1.59071 -1.16155 -1.26531
O -1.69701 -1.69656 -2.19923
H 2.12748 2.08676 0.70292
H 2.56136 3.09203 -0.32082
O 2.90820 2.39758 0.23048
H 2.18331 -0.32816 -1.34574
H 2.28844 0.43704 -0.05124
O 2.30705 -0.45100 -0.38778
```

Output
Total charge: -1
Energy above the lowest of the compared OMol25 structures with the same formula, charge and spin: 0.00 kcal per mole

---

Entry 2:
Molecular formula: CH27O13
Method: DFT, ωB97M-V with the def2-TZVPD basis set

Geometry as XYZ:
```
41
CH27O13 (ωB97M-V with the def2-TZVPD basis set)
C 0.13814 0.48058 0.35969
O -0.17078 -0.86926 -0.05559
H 0.38733 1.06063 -0.49240
H 0.79878 0.51571 1.19850
H -0.78238 0.80881 0.74921
O 1.35402 -1.03232 -2.64571
H 0.99982 -0.33022 -3.21260
H 0.91605 -0.94191 -1.79934
O 2.14801 2.01718 -2.15943
H 1.76685 2.90990 -2.08501
H 1.73983 1.57205 -2.85786
O -1.65240 -0.05074 -2.15702
H -1.09086 0.02759 -1.35028
H -2.54386 0.19685 -1.85276
O -0.46630 -3.30576 -1.16005
H -0.37517 -2.37516 -1.00381
H -1.23954 -3.58545 -0.64054
O 2.46518 -1.61853 3.49566
H 1.93024 -1.39624 4.24860
H 1.87783 -1.44756 2.74415
O -0.30879 3.02582 -1.12671
H 0.11971 2.19112 -0.90267
H -0.69199 2.95304 -2.00806
O 2.32166 -2.37448 0.57639
H 1.92581 -1.57450 0.25767
H 3.21213 -2.42549 0.25787
O 3.37379 0.74526 0.21525
H 3.40985 0.51878 -0.69525
H 2.61320 1.27947 0.31481
O -0.04698 -1.75913 2.36281
H -0.52989 -1.04846 2.79935
H 0.01562 -1.48316 1.45881
O -2.73249 -1.48965 0.53779
H -1.86344 -1.12756 0.26303
H -2.47856 -2.23081 1.10684
O -3.13973 0.97552 2.14589
H -2.76654 0.38077 1.51250
H -3.13147 1.79737 1.63318
O -2.64570 2.77617 0.23612
H -1.76845 2.67407 -0.17600
H -3.08854 3.55971 -0.09304
```

Output
Total charge: -1
Energy above the lowest of the compared OMol25 structures with the same formula, charge and spin: 44.16 kcal per mole

---

Entry 3:
Molecular formula: CH28CuLiO17
Method: DFT, ωB97M-V with the def2-TZVPD basis set

Geometry as XYZ:
```
48
CH28CuLiO17 (ωB97M-V with the def2-TZVPD basis set)
Cu -0.50085 0.02360 2.11648
Li 2.21696 0.24985 -0.02807
C -0.22298 0.21922 -0.00993
O 0.55812 -0.61476 0.76391
O 0.28977 0.68150 -1.11386
O -1.21496 0.66724 0.51691
O 0.64749 1.06719 3.00957
H 0.87342 1.94404 2.72046
H 0.26075 1.21505 3.87916
O -3.14807 1.71006 -0.96779
H -2.28416 1.54197 -0.48535
H -3.72515 1.30675 -0.32444
O -2.82267 -1.37919 0.46773
H -2.17479 -0.67241 0.34212
H -3.58320 -1.13345 -0.06853
O 2.26338 2.16085 0.73987
H 1.56897 2.65927 0.29216
H 2.99386 2.66729 1.09043
O -2.03318 -0.86155 -2.34179
H -2.05890 0.08080 -2.26506
H -1.78608 -1.05757 -1.44189
O -0.03617 1.29602 -3.52277
H -0.28673 0.59631 -4.14194
H 0.13656 0.98954 -2.60776
O -1.19276 -3.78104 0.99010
H -0.93539 -3.08040 0.40853
H -0.97335 -4.51584 0.44950
O 0.22651 3.22004 -0.71409
H -0.38864 3.35442 -0.03636
H 0.15031 2.29679 -1.02466
O -1.80446 3.20289 1.21722
H -1.64472 2.26246 1.04566
H -2.74637 3.35525 1.09948
O 3.01976 -0.14551 3.33972
H 3.37280 0.60717 3.77716
H 2.15754 0.15314 3.17617
O 0.77878 -1.32176 -3.36809
H 0.61137 -1.77689 -2.54895
H 0.07159 -0.64934 -3.45412
O 0.40118 -2.59944 -1.05325
H 0.43764 -1.84348 -0.44850
H 1.16215 -3.07520 -0.66745
O 1.14338 -2.39279 2.66425
H 1.00642 -3.32861 2.53291
H 1.00374 -2.02949 1.80950
O 2.71533 -0.88396 -1.60130
H 3.09387 -1.72624 -1.74440
H 2.40193 -0.65981 -2.46866
```

Output
Total charge: 0

---

Entry 4:
Molecular formula: CH28MnO19P
Method: DFT, ωB97M-V with the def2-TZVPD basis set

Geometry as XYZ:
```
50
CH28MnO19P (ωB97M-V with the def2-TZVPD basis set)
O -2.04195 -1.70628 -1.34765
H -1.32889 -2.34320 -1.43406
H -1.73852 -0.83205 -1.09220
H -2.59623 -2.05698 -0.64666
O -1.41573 -2.65235 2.10016
H -0.83001 -1.95937 1.78659
H -2.05615 -2.79694 1.39976
H -1.88229 -2.24489 2.83357
O 0.22147 0.46255 3.11738
H 0.06507 1.33198 3.49318
H 0.21878 0.59808 2.16700
H -0.46665 -0.11913 3.44864
O -3.44753 0.66313 0.96557
H -4.10835 -0.00089 0.75586
H -3.07927 0.42575 1.81975
H -2.71772 0.72710 0.34517
Mn 1.49313 -1.63826 -0.29310
C 0.45754 -3.97016 -0.56790
O 0.32980 -3.00853 -1.34747
O 1.33140 -3.73585 0.25373
O -0.12232 -5.04695 -0.69289
P -0.16413 0.38078 -0.00392
O -1.57290 0.62467 -0.55358
O -0.08632 -0.99639 0.71871
O 0.21470 1.51650 0.94404
O 0.87587 0.08883 -1.10533
O 1.24444 3.51129 -0.20124
H 0.95155 2.76298 0.31883
H 0.56228 4.17128 -0.07746
O 0.73624 -0.31368 -3.76241
H 0.72782 -0.06542 -2.83801
H 0.74466 -1.27080 -3.75379
O 2.81986 1.68178 1.46167
H 3.02454 2.06941 2.31261
H 1.87814 1.81718 1.35653
O -2.99052 2.04214 -2.06000
H -3.15103 1.64308 -2.91512
H -2.32502 1.48504 -1.65630
O -1.87174 3.46486 0.85635
H -1.14172 2.84586 0.84449
H -2.45699 3.15903 0.16340
O 3.28635 -1.57457 -1.56677
H 3.71707 -2.42202 -1.45476
H 3.54133 -1.28990 -2.44436
O 2.74941 -0.93440 1.14442
H 3.25394 -1.37291 1.82954
H 2.87012 -0.00080 1.31777
O 2.27853 2.45581 -2.28218
H 1.91754 2.89429 -1.51169
H 2.08043 1.52932 -2.14587
```

Output
Total charge: +1
Spin multiplicity: 6
⟨S²⟩: 8.757

---

Entry 5:
Molecular formula: CH29O14
Method: DFT, ωB97M-V with the def2-TZVPD basis set

Geometry as XYZ:
```
44
CH29O14 (ωB97M-V with the def2-TZVPD basis set)
C 0.42870 -0.36616 0.20277
O 1.15670 -1.03316 -0.73723
H -0.18130 -1.08816 0.67377
H -0.22630 0.39184 -0.51923
H 1.04870 0.31184 0.90577
O -1.61130 3.03184 -1.70923
H -1.87130 2.14084 -2.16923
H -2.41130 3.44084 -1.39423
O -1.75030 -0.08516 2.72377
H -1.40430 -0.06116 1.87577
H -1.12030 0.55884 3.18377
O 2.73170 -1.94916 -2.57223
H 2.19470 -1.65016 -1.83423
H 2.95270 -2.77016 -2.54723
O 1.14070 1.41784 -2.30623
H 0.30370 1.87584 -2.24123
H 1.13470 0.92384 -1.50823
O 0.61470 -3.65216 -0.25923
H 0.42170 -3.91416 -1.16223
H 0.70570 -2.81416 -0.44923
O -3.10430 0.52584 0.40777
H -3.97030 0.24884 0.30677
H -2.74830 0.20984 -0.45623
O -2.42030 0.44384 -2.30223
H -3.28630 0.24084 -2.52823
H -1.65530 -0.41016 -2.23123
O 3.53170 -0.51116 0.84577
H 2.65770 -0.97216 0.45377
H 3.64870 -0.87616 1.72477
O 1.81570 0.47484 3.34877
H 1.60970 -0.24316 2.70877
H 2.30170 1.06984 2.73877
O -0.88830 -1.72516 -2.25323
H -0.18430 -1.45016 -1.63023
H -1.43030 -2.04916 -1.67323
O -2.22930 -2.78816 2.80377
H -1.87030 -1.91016 2.89277
H -1.78530 -3.31116 2.05577
O 2.09470 2.97284 0.14777
H 1.69370 2.51084 -0.56323
H 2.52870 3.74584 -0.21123
O -0.19330 3.21784 2.06977
H 0.60270 3.10584 1.44877
H -0.97730 2.76984 1.73877
```

Output
Total charge: -1
Energy above the lowest of the compared OMol25 structures with the same formula, charge and spin: 65.01 kcal per mole

---

Entry 6:
Molecular formula: CH29O14
Method: DFT, ωB97M-V with the def2-TZVPD basis set

Geometry as XYZ:
```
44
CH29O14 (ωB97M-V with the def2-TZVPD basis set)
C -0.41350 0.37147 -0.02128
O -0.17354 1.16546 1.01149
H -1.17951 0.75337 -0.70443
H -0.43781 -0.72082 0.37280
H 0.56411 0.00056 -0.39245
O -2.27975 -3.23999 -1.83472
H -2.24349 -4.14429 -1.32450
H -1.36826 -2.83621 -1.48100
O 1.08213 -0.59153 -3.12023
H 0.49116 -0.50883 -3.85517
H 0.96711 0.08460 -2.45219
O 2.21183 0.32933 1.55534
H 1.28840 0.55074 1.55484
H 2.65534 1.00222 2.17146
O -3.19633 2.11498 -1.89276
H -3.31830 1.18446 -2.07166
H -2.59056 2.36889 -1.18083
O -2.78614 -0.90192 1.45450
H -1.94343 -0.65501 0.96395
H -3.38215 -0.98496 0.72992
O 1.11509 1.55159 -2.29081
H 0.48107 1.96512 -1.62102
H 1.94274 1.00692 -1.85858
O 0.52828 -2.84261 -1.49276
H 0.80362 -2.21348 -2.20963
H 1.27657 -3.35356 -1.55265
O -0.10536 0.39561 3.43066
H -0.13854 -0.53447 3.40275
H 0.05509 0.43257 2.44538
O -1.98227 2.62310 -0.17087
H -1.24432 1.95067 -0.13994
H -2.53212 2.20602 0.56444
O 1.25611 -2.34911 0.94605
H 0.78983 -2.47689 0.04113
H 1.73411 -1.52799 0.96766
O 1.59529 2.86693 0.89319
H 1.13688 2.13603 0.74487
H 1.38743 3.18475 1.81311
O 3.18921 1.43503 -0.86312
H 3.74847 2.21461 -0.65648
H 3.03232 1.14022 0.05407
O -0.55920 -1.61272 3.10881
H -1.45061 -1.63058 2.56686
H -0.00700 -1.91029 2.39381
```

Output
Total charge: -1
Energy above the lowest of the compared OMol25 structures with the same formula, charge and spin: 158.00 kcal per mole

---

Calculated total energy readings, ordered: -25441.53617, -28093.90002, -81144.91627, -80995.22988, -30172.26424, -30168.23180 eV